1.
ORCA calculation (ωB97M-V/def2-TZVPD) on one molecule with the formula CH4ClN3 in a non-equilibrium geometry.

Its structure (SMILES) is [H]/N=C(/N)NCl. The value obtained for the energy above the lowest of the compared OMol25 structures with the same formula, charge and spin is 3.715 eV. As for the LUMO energy (alpha / beta): -0.5 / -0.5 eV. The largest force on an atom is 7.027 eV Å⁻¹. The value obtained for the HOMO-LUMO gap (alpha / beta) is 0.2654 / 0.2656 Eh.

Geometry (Å):
1 C -0.13491 0.10040 0.17866
2 N -0.83266 1.77997 0.31231
3 N 0.02583 -0.66194 1.24300
4 N -0.00085 -0.50366 -0.98742
5 Cl 0.91145 0.41572 -2.24097
6 H -1.13929 1.77292 -0.65515
7 H 0.02120 -0.12260 2.10366
8 H 0.77107 -1.34648 1.18405
9 H 0.37816 -1.43433 -1.13815

***

2.
ORCA calculation (ωB97M-V/def2-TZVPD) on a 3-piece molecular cluster, C3H9NO3 overall in a non-equilibrium geometry.

Its structure (SMILES) is C=NOC.C=O.O. The value obtained for the energy above the lowest of the compared OMol25 structures with the same formula, charge and spin is 4.923 eV. As for the LUMO energy: 0.7 eV. The largest force on an atom is 3.800 eV Å⁻¹. The value obtained for the HOMO-LUMO gap is 0.3918 Eh.

Geometry (Å):
1 C 2.03853 -0.59189 -0.74844
2 O 0.96055 0.23272 -0.33942
3 O -2.08206 0.69167 -0.94784
4 H -2.35264 0.83571 -1.86283
5 H 1.65155 -1.20619 -1.55902
6 H 2.38044 -1.23161 0.06771
7 H 2.88065 0.00893 -1.09946
8 C -1.52384 -1.38999 0.51808
9 C 0.42736 1.72142 1.25109
10 O -2.70336 -1.22918 0.77964
11 N 1.34026 1.00846 0.75821
12 H -1.20726 -2.04843 -0.30756
13 H -1.16484 0.21873 -0.75124
14 H -0.74692 -1.06603 1.22595
15 H 0.71050 2.33593 2.09021
16 H -0.60893 1.70976 0.92491

***

3.
ORCA calculation (ωB97M-V/def2-TZVPD) on a 4-piece molecular cluster, C27H35BO8 overall in a non-equilibrium geometry.

Its structure (SMILES) is CCOB(O)C(=O)O[C@H](CCOC(C)=O)COO.c1ccccc1.c1ccccc1.c1ccccc1. As for the LUMO energy: -0.1 eV. The largest force on an atom is 2.317 eV Å⁻¹. The value obtained for the HOMO-LUMO gap is 0.3402 Eh.

Geometry (Å):
1 C -1.51030 4.64349 -1.21835
2 C -0.16549 3.95084 -1.43662
3 O -0.19731 2.57705 -1.00402
4 B -0.25019 1.69236 -2.04426
5 O -1.42654 1.45935 -2.69967
6 C 1.05509 0.88118 -2.56843
7 O 0.99672 0.33357 -3.65660
8 O 2.25428 0.94350 -1.89795
9 C 2.23203 0.34644 -0.61160
10 C 3.16169 1.11912 0.33193
11 C 3.08551 2.61740 0.21860
12 O 4.24016 3.06615 -0.52983
13 C 4.21050 4.42772 -0.64804
14 C 3.31771 5.00594 -1.70947
15 O 4.87548 5.14924 0.08377
16 C 2.65972 -1.11616 -0.69610
17 O 1.62471 -1.99701 -0.27259
18 O 1.43827 -1.81634 1.12350
19 H -1.37260 5.53403 -0.62371
20 H -2.14911 3.96997 -0.66679
21 H -1.98447 4.88087 -2.15876
22 H 0.58751 4.47292 -0.86761
23 H 0.12464 3.97314 -2.48385
24 H -1.53294 1.92133 -3.53005
25 H 1.24009 0.35075 -0.16525
26 H 4.18256 0.83402 0.11334
27 H 2.92354 0.78336 1.33352
28 H 3.10676 3.08376 1.19747
29 H 2.19447 2.94318 -0.30587
30 H 2.76375 4.25230 -2.25482
31 H 3.91459 5.58694 -2.39563
32 H 2.60622 5.65571 -1.22165
33 H 2.88937 -1.42374 -1.70584
34 H 3.51674 -1.28935 -0.05148
35 H 2.17073 -2.28006 1.55548
36 C 0.91798 -7.21725 1.60138
37 C 0.23872 -7.44249 2.79033
38 C -0.40920 -6.39418 3.42888
39 C -0.38398 -5.12182 2.87452
40 C 0.29307 -4.89527 1.68372
41 C 0.94594 -5.94392 1.04941
42 H 1.42427 -8.03448 1.10431
43 H 0.21442 -8.43616 3.21940
44 H -0.93547 -6.56859 4.35893
45 H -0.89315 -4.30539 3.37062
46 H 0.30748 -3.90816 1.24958
47 H 1.47560 -5.76717 0.12203
48 C -0.93930 6.90482 -4.70678
49 C 0.37619 6.61009 -4.37666
50 C 1.20222 7.59969 -3.86299
51 C 0.71253 8.88405 -3.67400
52 C -0.60521 9.17674 -3.99618
53 C -1.43053 8.18826 -4.51422
54 H -1.58140 6.13568 -5.11667
55 H 0.76229 5.60919 -4.52696
56 H 2.23138 7.37353 -3.61569
57 H 1.35709 9.65570 -3.27456
58 H -0.98883 10.17718 -3.84639
59 H -2.45548 8.41955 -4.77237
60 C -5.52623 -6.98894 4.21838
61 C -4.19520 -7.23136 3.90970
62 C -3.55361 -8.34338 4.43629
63 C -4.24405 -9.21674 5.26478
64 C -5.57570 -8.97520 5.57104
65 C -6.21601 -7.85979 5.05014
66 H -6.02666 -6.12094 3.80958
67 H -3.65669 -6.55431 3.25870
68 H -2.51423 -8.53010 4.19899
69 H -3.74395 -10.08580 5.67197
70 H -6.11470 -9.65658 6.21618
71 H -7.25352 -7.66943 5.29184

***

4.
ORCA calculation (ωB97M-V/def2-TZVPD) on a 2-piece molecular cluster, C6H12O overall.

Its structure (SMILES) is C=C/C=C/CC.O. The value obtained for the energy above the lowest of the compared OMol25 structures with the same formula, charge and spin is 1.543 eV. As for the LUMO energy: 1.0 eV. The largest force on an atom is 0.942 eV Å⁻¹. The value obtained for the HOMO-LUMO gap is 0.3783 Eh.

Geometry (Å):
1 C -1.00661 1.66138 -1.54925
2 C -1.71458 0.86502 -0.44657
3 C 1.54857 -1.70143 1.68651
4 C 0.33242 -1.97715 1.24514
5 C -0.39072 -1.16082 0.25213
6 C -0.77299 0.10008 0.43398
7 H -1.73463 2.27117 -2.07222
8 H -0.53712 0.98917 -2.27288
9 H -0.24869 2.31548 -1.11321
10 H -2.44602 0.16239 -0.85669
11 H -2.27726 1.55727 0.17869
12 H 2.02269 -2.29367 2.46123
13 H 2.09844 -0.87341 1.26459
14 H -0.24481 -2.82612 1.59575
15 H -0.80849 -1.65483 -0.62184
16 H -0.49683 0.53422 1.40029
17 H 2.49806 0.27593 -1.15470
18 H 1.64868 0.86780 -0.01882
19 O 2.52989 0.88752 -0.41216

***

5.
ORCA calculation (ωB97M-V/def2-TZVPD) on one molecule with the formula C3H4O3 in a non-equilibrium geometry.

Its structure (SMILES) is O=CC(=O)CO. The value obtained for the energy above the lowest of the compared OMol25 structures with the same formula, charge and spin is 3.194 eV. As for the LUMO energy: -1.2 eV. The largest force on an atom is 6.426 eV Å⁻¹. The value obtained for the HOMO-LUMO gap is 0.3239 Eh.

Geometry (Å):
1 C 0.02136 -1.20579 0.34782
2 C -0.71616 -0.02958 0.01940
3 C -0.06994 1.28438 0.06825
4 H 2.00340 -0.59265 0.26113
5 H 0.09781 -1.29523 1.49516
6 H -0.45269 -2.20658 0.07983
7 H -0.72733 2.26986 -0.12407
8 O 1.24305 -1.11383 -0.42073
9 O -1.95956 -0.05350 -0.18562
10 O 1.17491 1.35864 0.06574

***

6.
ORCA calculation (ωB97M-V/def2-TZVPD) on one molecule with the formula C5H5F4NO4 in a non-equilibrium geometry.

Its structure (SMILES) is CCOC(=O)O/[N+]([O-])=C(\F)C(F)(F)F. The value obtained for the energy above the lowest of the compared OMol25 structures with the same formula, charge and spin is 0.000 eV. As for the LUMO energy: 0.0 eV. The largest force on an atom is 2.752 eV Å⁻¹. The value obtained for the HOMO-LUMO gap is 0.3645 Eh.

Geometry (Å):
1 C -0.47933 1.40135 0.97873
2 C -2.30781 -0.77221 -0.59613
3 C -2.51263 0.64077 -0.03152
4 C 1.71768 -0.41896 0.19261
5 C 3.13421 -0.89628 0.19633
6 N 1.22584 0.42286 -0.70465
7 O 0.01440 0.99182 -0.37892
8 O 0.20077 1.91419 1.77224
9 O 1.71203 0.82181 -1.75518
10 O -1.74461 1.11518 1.04036
11 F 1.04037 -0.68321 1.31598
12 F 3.44398 -1.55959 -0.91333
13 F 3.24797 -1.80387 1.17772
14 F 4.04261 0.09147 0.28579
15 H -3.23810 -1.08534 -0.98312
16 H -1.55100 -0.63148 -1.36144
17 H -2.11609 -1.48199 0.17288
18 H -3.54780 0.55973 0.51063
19 H -2.28249 1.37375 -0.91896